# C3H3Cl2NO

The molecule C3H3Cl2NO at a distorted geometry (the ωB97M-V functional and the def2-TZVPD basis, the Open Molecules 2025 dataset).

```
10
Properties=species:S:1:pos:R:3
O 2.588 1.856 0.622
C -0.611 0.480 0.363
H -0.146 -0.366 0.826
Cl 3.662 -0.691 -0.137
H 1.348 -1.005 -0.715
N 0.328 1.365 -0.008
H -1.649 0.616 0.297
Cl 0.050 3.096 -0.308
C 1.992 -0.236 -0.293
C 1.833 0.990 0.200
```

The frontier orbital gap (alpha / beta) comes out at 6.18 / 6.18 eV. The lowest unoccupied orbital energy (alpha / beta) is -1.7 / -1.7 eV. The molar mass is 139.97 g mol⁻¹. Its electronic energy is -1166.345664 a.u.

Atomic partial charges in e from the Löwdin method, atoms 1 to 8:
1 O -0.034
2 C 0.101
3 H 0.092
4 Cl 0.621
5 H 0.062
6 N -0.382
7 H 0.080
8 Cl 0.709